Formula: C46H40BrClKN4O6Sb
Source: OMol25
Level of theory: the ωB97M-V functional and the def2-TZVPD basis

```
100
Properties=species:S:1:pos:R:3:forces:R:3:mulliken_charge:R:1
K -0.04047 0.21411 -0.17947 0.712 -0.363 -1.136 2.005
O -2.40193 1.54080 -3.55186 -0.034 0.154 -0.279 -0.752
C -2.84815 0.55819 -4.33797 0.006 -0.017 0.067 0.594
C -3.48801 0.86936 -5.54279 -0.054 -0.050 -0.027 -0.805
C -3.98812 -0.14009 -6.35105 0.018 -0.006 0.021 -0.315
C -3.86795 -1.47584 -5.97771 0.036 0.074 0.062 -0.806
C -3.22481 -1.77828 -4.78204 -0.001 -0.019 -0.050 -0.291
C -2.70124 -0.79027 -3.96189 -0.094 0.005 0.009 0.021
C -1.98270 -1.13495 -2.65789 0.378 0.077 -0.047 -0.244
O -1.97243 -0.11725 -1.76010 -0.378 -0.130 -0.451 -0.582
N -0.60729 -1.55560 -3.09456 -0.224 -0.273 0.006 0.309
N 0.27186 -1.96985 -2.17983 -0.148 0.139 -0.144 -0.507
C 1.49962 -2.05938 -2.53060 0.132 -0.031 0.187 -0.426
C 2.56917 -2.43724 -1.60695 -0.379 0.147 -0.129 0.365
Br 2.16506 -2.30469 0.23126 -0.089 -0.086 0.100 -0.156
C 3.81388 -2.77288 -1.94985 0.271 -0.073 -0.343 -0.980
C 4.30742 -2.97673 -3.32962 -0.054 0.010 0.140 0.518
C 3.54624 -3.59854 -4.32365 -0.012 -0.003 -0.015 -0.350
C 4.05330 -3.78058 -5.60339 0.028 0.020 0.050 -0.517
C 5.33960 -3.35990 -5.91683 -0.038 0.000 0.040 -0.403
C 6.11530 -2.75913 -4.93316 -0.030 0.010 0.027 -0.438
C 5.60422 -2.57357 -3.65739 0.054 0.013 -0.001 -0.526
H -2.13241 1.06252 -2.68192 0.132 -0.170 0.136 0.212
H -3.58942 1.91453 -5.81300 0.002 -0.042 0.013 0.443
H -4.48628 0.11914 -7.27953 0.009 0.000 0.014 0.355
H -4.27152 -2.26397 -6.60248 0.013 0.020 0.013 0.373
H -3.11925 -2.81324 -4.46786 0.002 0.030 -0.011 0.431
H -2.43655 -2.05219 -2.25097 -0.001 -0.051 0.125 0.078
H -0.23658 -1.07204 -3.90645 0.073 0.111 0.042 0.456
H 1.80961 -1.78812 -3.53930 0.047 0.010 -0.037 0.492
H 4.54816 -2.87161 -1.15911 0.012 -0.007 -0.045 0.378
H 2.55043 -3.94917 -4.08138 0.034 -0.008 -0.024 0.531
H 3.43956 -4.25819 -6.35812 0.007 0.007 0.017 0.371
H 5.73340 -3.49861 -6.91679 -0.010 0.000 0.023 0.358
H 7.11962 -2.42240 -5.16370 -0.026 -0.007 0.010 0.354
H 6.20690 -2.08781 -2.89749 -0.016 -0.018 -0.033 0.385
O -2.05193 -1.41198 3.55705 0.379 0.145 -0.150 -0.679
Cl -0.80960 -0.95196 2.98155 0.021 0.158 -0.120 1.896
O -0.00521 -0.28055 3.97871 -0.244 -0.250 -0.252 -0.748
O -1.09505 0.00547 1.89351 -0.478 -0.566 1.761 -0.819
O -0.07828 -2.06594 2.40606 -0.268 0.352 0.274 -0.750
C 1.00876 2.72489 2.32051 0.004 0.007 -0.163 -1.416
N 1.22942 2.11833 1.00955 0.230 0.603 0.237 0.005
C 2.07661 2.70268 0.24391 0.013 -0.140 -0.153 -0.277
C 2.41683 2.31299 -1.10439 -0.044 -0.012 0.185 0.064
C 3.27424 3.04399 -1.94470 -0.011 -0.098 -0.100 -0.905
C 3.29261 2.35848 -3.16510 -0.104 -0.063 0.152 -1.028
C 2.44136 1.25214 -2.97836 0.088 0.086 0.089 -0.441
N 1.91106 1.20839 -1.74646 0.281 0.303 -0.168 0.200
C 0.40611 4.12155 2.30152 -0.050 -0.119 -0.055 0.847
C 0.48961 4.91866 3.44096 -0.023 0.037 0.049 -0.534
C -0.08951 6.17896 3.48394 0.002 -0.016 -0.056 -0.507
C -0.76267 6.67331 2.37203 0.019 -0.080 -0.016 -0.487
C -0.85217 5.88778 1.22951 0.020 -0.017 0.081 -0.632
C -0.27669 4.62276 1.19622 0.031 0.004 -0.017 -0.067
H 1.93821 2.76172 2.90329 0.060 0.019 -0.036 0.394
H 0.33453 2.07153 2.87853 -0.020 -0.013 0.004 0.179
H 2.60351 3.60489 0.59005 0.041 0.044 0.013 0.233
H 3.79463 3.95658 -1.68491 -0.003 -0.013 -0.006 0.406
H 3.83274 2.61735 -4.06441 0.003 0.000 -0.003 0.409
H 2.20374 0.48913 -3.71226 0.004 0.027 0.021 0.371
H 1.01298 4.53562 4.31174 -0.011 0.014 -0.018 0.361
H -0.01168 6.77809 4.38478 -0.006 -0.014 -0.019 0.362
H -1.21242 7.65891 2.39678 -0.001 -0.002 0.000 0.364
H -1.37864 6.25613 0.35637 0.007 -0.006 0.011 0.396
H -0.35331 4.01591 0.30211 0.003 0.011 0.016 0.361
C -7.31465 2.86950 -1.93011 0.068 -0.024 0.042 -0.426
C -6.41843 1.98274 -2.51892 0.015 0.031 0.082 -0.646
C -5.27767 1.58788 -1.83149 -0.013 0.047 0.062 -0.078
C -5.00912 2.06438 -0.54120 -0.008 -0.018 -0.247 0.049
C -5.91419 2.95492 0.03270 -0.042 -0.076 -0.064 -0.119
C -7.05931 3.35369 -0.65404 0.043 -0.038 -0.032 -0.678
Sb -3.17444 1.34852 0.38035 -0.384 0.210 0.218 0.320
C -3.63626 2.20677 2.31838 0.050 0.040 0.137 0.755
C -3.89552 1.46044 3.47034 0.004 0.067 -0.067 -0.482
C -4.03042 2.08358 4.70726 0.024 0.020 -0.061 -0.649
C -3.89991 3.46251 4.81945 0.026 -0.023 -0.049 -0.593
C -3.62180 4.21965 3.68797 -0.001 -0.085 -0.056 -0.693
C -3.48725 3.59077 2.45405 -0.038 -0.058 0.074 -0.477
C -4.08257 -0.56605 0.74112 0.018 -0.146 0.096 0.739
C -3.35361 -1.74212 0.56543 -0.090 0.058 0.004 -0.936
C -3.93674 -2.98059 0.80743 -0.017 0.071 0.006 -0.900
C -5.25668 -3.05940 1.23101 0.010 0.081 0.011 -0.612
C -5.99329 -1.89445 1.41292 0.068 -0.025 -0.018 -0.600
C -5.40781 -0.65780 1.16850 0.103 -0.046 -0.084 -0.291
H -8.20576 3.18071 -2.46379 0.005 -0.002 0.002 0.330
H -6.60343 1.60195 -3.51688 0.014 -0.012 0.003 0.421
H -4.58341 0.89960 -2.30787 -0.089 0.061 0.074 0.138
H -5.74068 3.33133 1.03426 0.013 0.017 0.001 0.337
H -7.75434 4.04282 -0.18649 0.002 0.001 0.004 0.374
H -3.95938 0.37957 3.41472 0.005 0.023 -0.026 0.224
H -4.21208 1.48123 5.59037 -0.003 0.009 -0.010 0.387
H -3.98594 3.94198 5.78830 -0.012 -0.004 -0.008 0.352
H -3.48126 5.29232 3.76477 -0.003 -0.019 -0.005 0.380
H -3.23895 4.19688 1.58683 -0.014 -0.022 0.019 0.605
H -2.32059 -1.69139 0.24327 -0.070 -0.025 0.002 0.787
H -3.34862 -3.88193 0.67958 -0.005 0.017 -0.003 0.432
H -5.70854 -4.02483 1.42894 -0.003 -0.001 -0.007 0.323
H -7.02370 -1.94745 1.74668 0.000 -0.001 -0.001 0.378
H -5.99370 0.24522 1.30504 0.005 -0.004 0.010 0.358
```
Positions in Å, forces in eV/Å.

Properties
Frontier orbital gap = 6.20 eV
M = 1021.1 g mol⁻¹
Net charge = -2
LUMO energy = 3.97 eV

Formula: CH3NOS2
Source: OMol25
Level of theory: the ωB97M-V functional and the def2-TZVPD basis

```
8
Properties=species:S:1:pos:R:3:forces:R:3:nbo_charge:R:1
C -1.59244 0.14553 -0.02454 0.850 3.465 2.233 -0.745
N 1.00029 -0.04229 0.18431 3.970 -0.981 -0.297 -0.848
O 3.52833 -0.99588 0.45285 0.459 -0.505 0.425 -0.784
S -0.01248 0.91995 -0.53958 -1.385 0.942 -0.675 0.600
S 2.89393 -0.00437 -0.38671 -3.953 0.572 0.592 1.098
H -1.96491 0.45202 0.96728 0.942 -0.171 0.030 0.227
H -1.42372 -0.83013 -0.07788 0.723 -4.252 0.066 0.224
H -2.42900 0.35518 -0.57572 -1.606 0.929 -2.372 0.229
```
Positions in Å, forces in eV/Å.

Properties
Frontier orbital gap (alpha / beta) = 8.47 / 7.15 eV
M = 109.2 g mol⁻¹
Net charge = 0
LUMO energy (alpha / beta) = -0.54 / -1.09 eV

Formula: C6H17NO3PS
Source: OMol25
Level of theory: the ωB97M-V functional and the def2-TZVPD basis

```
29
Properties=species:S:1:pos:R:3:forces:R:3:nbo_charge:R:1
N 2.06016 -1.42456 -0.69606 -0.513 -1.051 -2.455 -0.590
C 1.97090 -1.89471 -1.90548 0.545 1.308 1.233 0.072
C 1.51633 -3.39893 -2.18274 1.639 1.871 0.756 -0.578
S -0.00959 -3.70628 -1.17911 0.097 -1.269 0.473 0.275
P -1.44924 -2.28509 -1.94053 -2.117 1.067 -4.606 1.285
O -1.80369 -2.72799 -3.35952 1.218 0.392 3.134 -0.986
H 2.36962 -0.43891 -0.75346 -0.134 -0.618 0.242 0.377
H 2.25629 -1.18325 -2.73743 -0.444 -1.435 0.327 0.216
H 2.33300 -4.04788 -1.72816 -1.241 0.473 -0.626 0.305
H 1.37974 -3.61174 -3.28570 -0.389 0.044 1.482 0.314
H 0.24555 -3.42455 0.16190 0.340 0.358 -1.126 0.252
H -2.62021 -2.24691 -1.12263 0.960 -0.266 0.465 0.030
H -0.86104 -0.97758 -1.99524 0.040 -0.724 0.817 0.022
C -0.42418 0.07390 1.81498 0.084 -0.113 -0.132 -0.264
O -0.64977 0.75670 0.58670 -0.047 -0.154 0.165 -0.577
C -1.68473 1.73645 0.68985 0.167 0.257 -0.341 -0.092
C -1.11777 3.13571 0.90037 -0.200 -0.017 0.427 -0.091
O -0.43172 3.24224 2.14200 0.086 -0.345 -0.343 -0.545
C 0.97588 3.10086 2.00649 0.012 0.210 0.147 -0.258
H 0.55935 -0.39722 1.76552 -0.041 0.026 -0.066 0.189
H -0.44318 0.74769 2.67319 -0.039 0.008 -0.068 0.206
H -1.18395 -0.70500 1.94886 -0.033 0.009 0.148 0.156
H -2.38732 1.47390 1.48708 0.101 0.045 0.040 0.184
H -2.23445 1.72144 -0.25641 -0.014 0.035 0.016 0.181
H -1.94877 3.84641 0.93197 0.002 -0.039 -0.045 0.199
H -0.46323 3.42492 0.07143 -0.012 -0.101 -0.008 0.176
H 1.40799 4.04608 1.66270 0.088 -0.075 -0.030 0.180
H 1.25029 2.30231 1.31161 -0.075 0.026 -0.003 0.165
H 1.38773 2.86202 2.98780 -0.082 0.077 -0.024 0.197
```
Positions in Å, forces in eV/Å.

Properties
Frontier orbital gap = 7.41 eV
M = 214.2 g mol⁻¹
Net charge = +1
LUMO energy = -4.45 eV